No. 1
Here is C28H22BF7N5OsS as an isolated structure in a non-equilibrium geometry from the OMol25 dataset. Energies are from ωB97M-V/def2-TZVPD.

Atoms and positions in Å:
Os (0.51726, 0.30013, 0.20407)
N (4.07938, 3.23592, -1.37779)
C (3.20404, 2.42109, -0.75777)
S (2.17030, 3.30124, 0.37790)
N (3.27798, 1.16769, -1.01171)
N (2.49284, 0.22317, -0.39090)
C (3.07967, -0.93663, -0.31636)
C (4.48987, -1.16706, -0.69871)
C (4.79343, -2.03771, -1.74013)
C (6.11629, -2.26867, -2.08849)
C (7.13652, -1.64864, -1.38244)
C (6.83536, -0.79193, -0.33065)
C (5.51557, -0.54335, 0.00655)
C (2.25366, -2.03625, 0.17222)
C (2.74801, -3.30330, 0.44632)
C (1.88637, -4.26995, 0.92905)
C (0.55566, -3.94173, 1.13622)
C (0.13204, -2.65747, 0.86458)
N (0.95838, -1.72204, 0.37924)
H (4.01043, 4.23399, -1.29591)
H (4.82672, 2.82559, -1.91292)
H (3.99549, -2.52451, -2.28856)
H (6.34892, -2.93482, -2.90839)
H (8.16831, -1.83577, -1.64814)
H (7.63127, -0.31675, 0.22699)
H (5.27623, 0.12333, 0.82587)
H (3.79701, -3.50897, 0.29325)
H (2.25110, -5.26255, 1.15452)
H (-0.14927, -4.66040, 1.52800)
H (-0.88501, -2.35166, 1.05403)
F (-0.04925, -0.98026, 3.22026)
B (0.41466, 0.31651, 3.24375)
F (1.14416, 0.64889, 4.32348)
F (-0.57300, 1.21515, 2.88665)
F (1.38862, 0.39961, 2.01976)
F (-6.57299, 4.17707, 0.82647)
C (-6.16384, 3.12699, 0.10552)
F (-6.70768, 2.02422, 0.66588)
F (-6.68077, 3.24279, -1.12386)
C (-4.66131, 3.01621, 0.08593)
C (-3.98480, 2.82298, -1.10860)
C (-2.60845, 2.67445, -1.09557)
C (-1.91682, 2.70559, 0.11482)
C (-2.60389, 2.92273, 1.31256)
C (-3.97698, 3.07983, 1.29281)
C (-0.49854, 2.48361, 0.13257)
C (0.73869, 2.39487, 0.13624)
H (-4.53046, 2.78992, -2.04124)
H (-2.06502, 2.51522, -2.01812)
H (-2.05351, 2.95043, 2.24166)
H (-4.51998, 3.24312, 2.21467)
C (-5.47298, -1.82499, -0.82607)
C (-4.11201, -1.25539, -0.56882)
C (-3.74660, -0.75778, 0.67411)
C (-2.48081, -0.23827, 0.87399)
N (-1.56904, -0.18798, -0.10728)
C (-1.90692, -0.67686, -1.31502)
C (-3.14825, -1.20354, -1.57828)
H (-6.10024, -1.77403, 0.06086)
H (-5.39653, -2.86750, -1.13811)
H (-5.96847, -1.28007, -1.63082)
H (-4.44400, -0.76709, 1.50129)
H (-2.16808, 0.14531, 1.83498)
H (-1.15340, -0.62349, -2.09344)
H (-3.36539, -1.57024, -2.57296)

## Properties
lowest unoccupied orbital energy: -0.1326 Eh
net charge: +1
largest force on an atom: 0.038 Eh/bohr
energy relative to the best compared isomer or geometry (same formula, charge and spin): 0.1481 eV
Kohn-Sham gap: 7.372 eV

No. 2
Here is C54H120F12N12NaO24S12 as an isolated structure in a non-equilibrium geometry from the OMol25 dataset. Energies are from ωB97M-V/def2-TZVPD.

Atoms and positions in Å:
Na (-0.86830, -4.70945, 4.95825)
C (-9.12245, -0.42215, -3.78048)
C (-9.50356, 0.54168, -2.68526)
C (-8.26200, 0.89317, -1.91834)
N (-8.50999, 2.08244, -0.87774)
C (-7.28455, 2.19935, 0.05304)
C (-7.34843, 1.10106, 1.13824)
C (-8.59936, 1.13259, 2.00739)
C (-9.74214, 0.91037, 1.05101)
C (-9.78411, 2.01058, 0.04354)
C (-8.48966, 3.41142, -1.72120)
H (-9.98381, -0.51085, -4.44254)
H (-8.88744, -1.42738, -3.43066)
H (-8.39562, -0.10586, -4.52866)
H (-10.23310, 0.04220, -2.04777)
H (-9.95598, 1.41933, -3.14696)
H (-7.40802, 1.12159, -2.55602)
H (-7.99983, 0.02419, -1.31481)
H (-6.54339, 2.12082, -0.74232)
H (-7.24277, 3.15821, 0.56973)
H (-7.24148, 0.06043, 0.83204)
H (-6.54320, 1.22640, 1.86209)
H (-8.63145, 0.35845, 2.77406)
H (-8.72960, 2.09108, 2.50982)
H (-9.64431, -0.05083, 0.54643)
H (-10.65365, 0.73802, 1.62333)
H (-10.59163, 1.88141, -0.67712)
H (-10.10475, 2.99906, 0.37245)
H (-8.37759, 4.21550, -0.99389)
H (-9.24924, 3.72286, -2.43825)
H (-7.57924, 3.43023, -2.32026)
C (-1.88551, -7.57630, -5.03898)
C (-3.34196, -7.98805, -4.72265)
C (-4.35957, -7.38231, -5.78708)
N (-5.79893, -7.52581, -5.31569)
C (-6.17147, -9.01776, -4.93559)
C (-6.14732, -9.95020, -6.12912)
C (-7.03286, -9.31816, -7.25149)
C (-6.70820, -7.92354, -7.65470)
C (-6.74253, -7.00071, -6.39574)
C (-6.11628, -6.68499, -3.99591)
H (-1.21006, -8.04473, -4.32312)
H (-1.68521, -6.53468, -4.78794)
H (-1.54417, -7.68639, -6.06829)
H (-3.57143, -7.59124, -3.73373)
H (-3.49808, -9.06649, -4.69569)
H (-4.27435, -7.85410, -6.76600)
H (-4.22605, -6.32723, -6.02599)
H (-5.48556, -9.27654, -4.12895)
H (-7.14753, -9.05317, -4.45171)
H (-5.10898, -10.06475, -6.44026)
H (-6.48212, -10.93051, -5.78999)
H (-6.94179, -9.98470, -8.10913)
H (-8.03243, -9.40335, -6.82521)
H (-5.77892, -7.87634, -8.22243)
H (-7.53467, -7.53753, -8.25140)
H (-6.47406, -5.97162, -6.63451)
H (-7.70915, -6.81991, -5.92555)
H (-5.61548, -7.22592, -3.19298)
H (-7.19317, -6.61321, -3.84342)
H (-5.66644, -5.73074, -4.27007)
C (4.14910, 1.76342, -6.00357)
C (5.30451, 0.76889, -5.92751)
C (4.65765, -0.67516, -5.78146)
N (5.62670, -1.78045, -5.23057)
C (4.92697, -3.13903, -5.22926)
C (4.65835, -3.68427, -6.71733)
C (6.07829, -3.72878, -7.45721)
C (6.77230, -2.41866, -7.49514)
C (6.97285, -1.87268, -6.05947)
C (5.95693, -1.44175, -3.79516)
H (3.46783, 1.54424, -6.82573)
H (4.53240, 2.76435, -6.20191)
H (3.64127, 1.95694, -5.05871)
H (6.06745, 1.03010, -5.19417)
H (5.78038, 0.88628, -6.90110)
H (4.41154, -0.98930, -6.79577)
H (3.69914, -0.66033, -5.26267)
H (4.05725, -3.15910, -4.57254)
H (5.72288, -3.76786, -4.83024)
H (3.78999, -3.22835, -7.19295)
H (4.23812, -4.67705, -6.55635)
H (5.85337, -4.11127, -8.45279)
H (6.69415, -4.52715, -7.04315)
H (6.12309, -1.66699, -7.94414)
H (7.64516, -2.34086, -8.14333)
H (7.41771, -0.87820, -6.09443)
H (7.73133, -2.37419, -5.45840)
H (5.00169, -1.39315, -3.27242)
H (6.50646, -0.50237, -3.73432)
H (6.50070, -2.31594, -3.43714)
C (6.24937, 5.90640, 1.26779)
C (5.86316, 6.61315, -0.00660)
C (6.06992, 8.20054, 0.13942)
N (6.15001, 9.07317, -1.24589)
C (6.16840, 10.54590, -0.85278)
C (6.53635, 11.48292, -2.09872)
C (7.85558, 11.07797, -2.77222)
C (7.84529, 9.63721, -3.24653)
C (7.46192, 8.72939, -2.00106)
C (5.00902, 8.85057, -2.24711)
H (7.23840, 6.27803, 1.53579)
H (6.30014, 4.83977, 1.04910)
H (5.53208, 5.85795, 2.08709)
H (4.78665, 6.46148, -0.08538)
H (6.48864, 6.30097, -0.84290)
H (6.97865, 8.46087, 0.68213)
H (5.27768, 8.59821, 0.77369)
H (6.93543, 10.69618, -0.09306)
H (5.15071, 10.70480, -0.49621)
H (6.51432, 12.53077, -1.79938)
H (5.78404, 11.28848, -2.86313)
H (8.70300, 11.17307, -2.09330)
H (8.11299, 11.78505, -3.56081)
H (8.84258, 9.40258, -3.61865)
H (7.29772, 9.41050, -4.16134)
H (8.27358, 8.62545, -1.28098)
H (7.36246, 7.75237, -2.47396)
H (4.06343, 9.18572, -1.82092)
H (5.09733, 7.79554, -2.50635)
H (5.19121, 9.36613, -3.19005)
C (-3.12713, 13.17922, 6.86140)
C (-2.45681, 11.92458, 7.34315)
C (-3.22566, 10.71549, 6.76842)
N (-2.57161, 9.27753, 7.11208)
C (-1.06326, 9.29301, 6.71075)
C (-0.35761, 7.89688, 6.73634)
C (-1.05732, 6.70479, 5.97607)
C (-2.60015, 6.81773, 6.30895)
C (-3.28933, 8.22451, 6.18309)
C (-2.86673, 8.97093, 8.62649)
H (-4.15595, 13.24946, 7.21451)
H (-3.18461, 13.19171, 5.77299)
H (-2.55552, 14.08326, 7.07130)
H (-2.71531, 11.90392, 8.40185)
H (-1.37524, 12.05094, 7.29446)
H (-3.38622, 10.75333, 5.69097)
H (-4.20319, 10.67128, 7.24864)
H (-0.89740, 9.77620, 5.74788)
H (-0.64536, 9.96504, 7.46032)
H (0.64787, 7.97038, 6.32194)
H (-0.27740, 7.62155, 7.78794)
H (-0.89469, 6.95586, 4.92791)
H (-0.54821, 5.74287, 6.03618)
H (-3.19083, 6.18767, 5.64394)
H (-2.88313, 6.47781, 7.30518)
H (-3.36635, 8.57261, 5.15305)
H (-4.32219, 8.24349, 6.53088)
H (-2.55581, 9.84290, 9.20191)
H (-2.37526, 8.05768, 8.96195)
H (-3.94105, 8.82762, 8.74220)
C (6.56301, -11.37418, 2.39843)
C (5.54733, -10.22572, 2.37738)
C (6.16774, -8.85020, 2.10067)
N (5.29758, -7.68176, 2.54484)
C (6.17721, -6.42269, 2.06248)
C (5.61007, -5.09135, 2.52808)
C (5.45660, -5.07622, 4.07550)
C (4.66388, -6.32677, 4.61763)
C (5.19623, -7.66389, 4.09040)
C (3.83700, -7.61615, 1.92950)
H (7.52438, -11.06717, 2.81028)
H (6.71038, -11.80454, 1.40788)
H (6.33093, -12.21677, 3.04981)
H (5.15621, -10.24423, 3.39463)
H (4.66658, -10.41010, 1.76225)
H (6.23419, -8.71899, 1.02063)
H (7.09825, -8.74366, 2.65825)
H (7.21932, -6.53776, 2.36056)
H (6.24298, -6.46624, 0.97534)
H (6.26436, -4.28427, 2.19850)
H (4.60290, -4.95285, 2.13498)
H (6.32836, -4.98355, 4.72321)
H (4.86071, -4.19445, 4.31112)
H (4.67734, -6.39906, 5.70515)
H (3.61568, -6.23924, 4.33178)
H (6.17085, -7.80585, 4.55737)
H (4.46819, -8.43457, 4.34363)
H (3.27415, -8.45213, 2.34477)
H (3.91517, -7.62317, 0.84233)
H (3.36193, -6.66474, 2.16868)
N (6.35303, 2.30874, 9.92311)
S (7.80657, 1.67037, 10.51111)
O (8.98997, 1.68705, 9.66539)
O (7.70363, 0.75483, 11.61318)
F (8.09670, 2.96568, 11.37776)
S (6.24506, 1.25271, 8.85921)
O (5.98382, -0.07072, 9.29192)
O (6.91765, 1.39726, 7.57085)
F (4.76311, 1.66348, 8.45505)
N (-3.37759, -3.24775, 8.03193)
S (-3.92427, -1.85281, 7.96840)
O (-3.18468, -0.80533, 8.62801)
O (-5.36744, -1.84469, 7.86349)
F (-3.52361, -1.46982, 6.43367)
S (-3.86156, -3.36906, 9.66773)
O (-5.26981, -3.35739, 9.99378)
O (-2.97475, -2.82799, 10.68340)
F (-3.60904, -4.95848, 9.80447)
N (0.25565, -2.06740, 1.74445)
S (-0.27072, -1.85439, 0.34277)
O (0.66974, -1.71858, -0.73690)
O (-1.56435, -1.20233, 0.21885)
F (-0.83201, -3.37440, 0.06774)
S (0.59935, -0.34326, 1.82018)
O (-0.47012, 0.54448, 2.13285)
O (1.73599, 0.18388, 1.05300)
F (1.33184, -0.41237, 3.23147)
N (-2.63351, -1.62166, -8.61215)
S (-3.43189, -0.47303, -9.21135)
O (-2.65767, 0.74222, -9.53117)
O (-4.82493, -0.30148, -8.92180)
F (-3.48928, -0.96006, -10.70622)
S (-2.55500, -0.90815, -7.06100)
O (-3.62000, -1.20773, -6.11061)
O (-1.83603, 0.34510, -6.96365)
F (-1.40361, -1.94053, -6.53266)
N (-0.97743, -8.81198, 4.64701)
S (-0.85213, -9.80035, 5.69981)
O (0.27120, -10.73032, 5.64051)
O (-1.99933, -10.24969, 6.46145)
F (-0.16490, -8.74035, 6.69835)
S (-1.84087, -9.89561, 3.60836)
O (-3.26433, -10.20526, 3.97109)
O (-1.03478, -11.01801, 3.11062)
F (-2.05821, -8.94004, 2.28035)
N (-3.20923, 5.77622, -3.03519)
S (-2.97223, 5.21854, -4.67959)
O (-3.85865, 4.16644, -5.16330)
O (-1.67746, 5.35473, -5.35854)
F (-3.88250, 6.46525, -5.31019)
S (-2.00547, 5.08399, -2.52105)
O (-0.73655, 5.79910, -2.57866)
O (-2.02339, 3.64359, -2.59438)
F (-2.41272, 5.26197, -0.92624)

## Properties
lowest unoccupied orbital energy: -0.0947 Eh
net charge: +1
largest force on an atom: 0.255 Eh/bohr
Kohn-Sham gap: 5.964 eV

No. 3
Here is a 4-piece molecular cluster, C18H25F9NO11PS overall from the OMol25 dataset. Energies are from ωB97M-V/def2-TZVPD.

Atoms and positions in Å:
O (3.40692, 1.56269, 3.25492)
C (3.24973, 1.13219, 2.15571)
O (2.85156, -0.16069, 1.97366)
C (3.41269, 1.95116, 0.88640)
C (2.15080, 2.81496, 0.59236)
C (0.80281, 2.22820, 1.01303)
C (0.58084, 1.18447, -0.07810)
P (-1.09898, 0.55104, -0.27107)
O (-1.38413, -0.31724, 1.03800)
O (-0.94719, -0.54299, -1.43071)
S (-2.40435, 1.89359, -0.66584)
N (1.10563, 1.79443, -1.31370)
C (1.93545, 2.87990, -0.92155)
O (2.34167, 3.70997, -1.67698)
H (2.96329, -0.39612, 1.04470)
H (3.67036, 1.32765, 0.03144)
H (4.24717, 2.62695, 1.05356)
H (2.33962, 3.83055, 0.92680)
H (0.05826, 3.02144, 0.89778)
H (0.72141, 1.86544, 2.03494)
H (1.21967, 0.32578, 0.15781)
H (-0.91347, -0.02648, 1.82981)
H (-0.03845, -0.56944, -1.75839)
H (0.37471, 2.17003, -1.91752)
C (-3.42237, 2.45329, 7.66921)
C (-2.42811, 3.44806, 7.11755)
O (-1.25937, 2.77803, 6.58115)
C (-1.38642, 2.27693, 5.36579)
O (-2.34164, 2.31367, 4.64800)
C (-0.04818, 1.63256, 4.92905)
F (0.46785, 0.85466, 5.87403)
F (0.83264, 2.58194, 4.61478)
F (-0.25578, 0.87916, 3.83489)
H (-2.95205, 1.82082, 8.42213)
H (-4.25153, 2.98753, 8.13278)
H (-3.82132, 1.81873, 6.87915)
H (-2.03037, 4.09321, 7.89696)
H (-2.86474, 4.06768, 6.33540)
C (5.00607, -0.45670, -5.84998)
C (3.51345, -0.40834, -5.62470)
O (3.14566, -1.09960, -4.40023)
C (3.30597, -0.41943, -3.28309)
O (3.71378, 0.69303, -3.13537)
C (2.83249, -1.27996, -2.08658)
F (3.30811, -2.51495, -2.11736)
F (1.48833, -1.34720, -2.05781)
F (3.22887, -0.69812, -0.94323)
H (5.35820, -1.48817, -5.86144)
H (5.24153, 0.00128, -6.81029)
H (5.53888, 0.08678, -5.07097)
H (2.97061, -0.94018, -6.40170)
H (3.14171, 0.61387, -5.57081)
C (-3.51400, -2.84268, -1.25596)
C (-2.92585, -4.11235, -1.82117)
O (-3.93481, -4.92606, -2.46850)
C (-4.25027, -4.58506, -3.70573)
O (-3.78945, -3.69936, -4.36362)
C (-5.32038, -5.55988, -4.25608)
F (-6.30130, -5.76485, -3.37274)
F (-4.75123, -6.74377, -4.52943)
F (-5.85302, -5.08324, -5.37479)
H (-4.33094, -3.06721, -0.56980)
H (-2.74225, -2.28842, -0.72569)
H (-3.90242, -2.19994, -2.04558)
H (-2.52969, -4.75192, -1.03556)
H (-2.12925, -3.90551, -2.53516)

## Properties
lowest unoccupied orbital energy: 0.0129 Eh
largest force on an atom: 0.019 Eh/bohr
SMILES string: O=C(O)C[C@@H]1C[C@@H](P(O)(O)=S)NC1=O.CCOC(=O)C(F)(F)F.CCOC(=O)C(F)(F)F.CCOC(=O)C(F)(F)F
Kohn-Sham gap: 9.505 eV